DFT (ωB97M-V/def2-TZVPD) results for a molecular structure, C2H3Li2O2Tl.

```
! wB97M-V def2-TZVPD RIJCOSX def2/J DEFGRID3
* xyz 1 2
O -1.1296 0.1584 1.6888
C -0.7875 -0.6046 -0.7785
C 0.2594 0.3696 -0.7688
O 1.1306 -0.0902 0.1186
Li 0.4131 1.2459 1.6800
H -1.1977 -0.8402 -1.7690
H -0.7054 -1.5745 -0.2551
H 0.5825 1.2918 -1.2624
Li -1.6028 1.4251 0.4302
Tl 3.0373 -1.3813 0.9163
*
```

Output
Frontier orbital gap (alpha / beta): 7.32 / 7.33 eV
Energy: -415.7176 Eh
Relative energy (zero: lowest compared OMol25 entry of this formula, charge and spin): 224.3 kJ/mol
HOMO level (alpha / beta): -11.6 / -11.6 eV

These are the Mulliken partial charges, in e, on atoms 1 to 8:
1. O -0.86
2. C -0.50
3. C -0.45
4. O -0.62
5. Li 0.88
6. H 0.24
7. H 0.20
8. H 0.47

***

DFT (ωB97M-V/def2-TZVPD) results for 2 unconnected molecules or ions with the total composition H2.

```
! wB97M-V def2-TZVPD RIJCOSX def2/J DEFGRID3
* xyz 0 1
H 0.0000 0.0000 0.4239
H 0.0000 0.0000 -0.4239
*
```

Output
Frontier orbital gap: 16.20 eV
Energy: -1.1547 Eh
Relative energy (zero: lowest compared OMol25 entry of this formula, charge and spin): 16.2 kJ/mol
HOMO level: -13.9 eV

Let us look at the Mulliken charges, expressed in e, one per atom:
1. H 0.00
2. H 0.00

***

DFT (ωB97M-V/def2-TZVPD) results for a gas-phase ion, C2H3N4O (charge +1).

```
! wB97M-V def2-TZVPD RIJCOSX def2/J DEFGRID3
* xyz 1 1
C 0.1650 0.0187 0.0360
C -0.2466 -0.2862 1.4043
N 0.6351 -0.5883 2.2557
N 0.1388 -0.9742 3.4116
O 0.6858 -1.0440 4.4207
N -1.6104 -0.4839 1.9088
N -1.7281 -0.8762 2.9827
H 0.3448 -1.1107 -0.2588
H 1.1769 0.3128 0.0270
H -0.4310 0.4561 -0.6635
*
```

Output
Frontier orbital gap: 8.04 eV
SMILES string: C/C(=N/N=O)[N+]#N
Energy: -371.7919 Eh
Relative energy (zero: lowest compared OMol25 entry of this formula, charge and spin): 557.1 kJ/mol
HOMO level: -16.1 eV

These are the Mulliken partial charges, in e, on atoms 1 to 8:
1. C -0.92
2. C 0.64
3. N -0.16
4. N 0.49
5. O -0.25
6. N 0.18
7. N -0.07
8. H 0.32

***

DFT (ωB97M-V/def2-TZVPD) results for 9 unconnected molecules or ions with the total composition C4H27NO9.

```
! wB97M-V def2-TZVPD RIJCOSX def2/J DEFGRID3
* xyz 0 1
N -2.3371 -0.3095 -0.1230
C -2.3417 1.1792 -0.0373
C -1.1062 1.6965 -0.7714
C 0.1167 1.4770 0.1359
C 1.5582 1.3259 -0.6497
O 1.3746 0.5333 -1.7793
H -3.0990 -0.8416 0.3273
H -1.5811 -0.6902 0.4567
H -3.3004 1.5874 -0.4486
H -2.4155 1.4315 1.0388
H -1.1633 2.7885 -1.0513
H -0.8584 1.1920 -1.7248
H 0.0588 0.5458 0.6321
H 0.3700 2.2019 0.8825
H 2.2971 0.7860 -0.0257
H 1.9576 2.3151 -0.7579
H 0.4149 0.3508 -1.9280
O 0.1028 0.1410 3.6536
H -0.5279 0.0037 4.3589
H -0.0707 -0.4038 2.8690
O 1.4188 -3.3355 0.2192
H 1.6547 -2.4717 -0.1324
H 0.8301 -3.7478 -0.4127
O 0.7115 -2.2654 -2.3252
H -0.1440 -2.4911 -2.7041
H 0.8873 -1.3812 -2.7088
O 0.0586 0.1671 -4.1361
H 0.1124 0.4789 -5.0385
H -0.8686 -0.0239 -3.8762
O 0.1327 2.5910 3.9208
H 0.5521 1.9097 4.4531
H 0.3070 2.2988 3.0292
O -2.4515 -0.3884 -3.4765
H -3.0047 -1.0659 -3.8650
H -2.6700 -0.2361 -2.5533
O -0.3013 -1.9708 2.0630
H 0.3637 -2.6007 1.6948
H -1.1053 -2.4173 1.7844
O 3.0764 0.3934 3.0098
H 2.3547 -0.0812 3.4752
H 2.7495 1.1310 2.4987
*
```

Output
Frontier orbital gap: 10.05 eV
SMILES string: NCCCCO.O.O.O.O.O.O.O.O
Energy: -900.4595 Eh
Relative energy (zero: lowest compared OMol25 entry of this formula, charge and spin): 277.2 kJ/mol
HOMO level: -10.0 eV

These are the Mulliken partial charges, in e, on atoms 1 to 8:
1. N -0.48
2. C -0.59
3. C 0.26
4. C -0.41
5. C -0.64
6. O -0.47
7. H 0.27
8. H 0.08

***

DFT (ωB97M-V/def2-TZVPD) results for a molecular structure, C4H26FeO14.

```
! wB97M-V def2-TZVPD RIJCOSX def2/J DEFGRID3
* xyz 1 6
Fe -2.4760 0.0279 -0.6650
C 1.2366 -0.6838 0.7985
C -0.2041 -0.4210 0.3126
O -1.2102 -0.2997 1.0057
O -0.4778 -0.4327 -0.8960
H 1.2761 -0.3205 1.8254
H 1.9793 -0.1734 0.1853
H 1.5535 -1.7144 0.9586
C -5.7825 2.1836 0.5361
C -4.7837 1.1848 0.0454
O -4.9395 0.6228 -1.0635
O -3.8009 0.9221 0.7029
H -5.3156 3.0682 0.9693
H -6.5033 1.7865 1.2509
H -6.3016 2.5380 -0.3544
O 2.0903 1.1230 -3.0630
H 2.9852 0.9071 -3.3253
H 2.1842 1.5298 -2.2017
O 0.0081 -3.5785 -0.6362
H -0.2067 -2.8967 -1.2727
H 0.8679 -3.8991 -0.9088
O 1.7602 -2.2550 -2.2411
H 2.0753 -2.4559 -3.1224
H 1.5790 -1.3153 -2.2593
O 4.2297 -2.1398 -0.8450
H 4.4983 -2.9963 -1.1773
H 3.3005 -2.0772 -1.0660
O 3.4778 2.1654 -0.2150
H 4.2146 1.8879 -0.7594
H 3.8564 2.2911 0.6551
O 0.9412 2.9127 -0.6062
H 1.8547 2.7138 -0.4008
H 0.4372 2.4292 0.0483
O -2.6661 -0.2219 -2.9257
H -1.8688 -0.6626 -3.2195
H -3.1932 -0.1254 -3.7188
O -1.2973 -1.1862 3.8794
H -1.8177 -1.9754 4.0297
H -0.9539 -1.2906 2.9920
O 3.3407 -1.5778 3.3623
H 2.5287 -1.4842 2.8642
H 3.2032 -1.0475 4.1472
O -0.4054 2.4644 1.7999
H -0.4910 2.8799 2.6579
H -0.7837 1.5929 1.9164
*
```

Output
Frontier orbital gap (alpha / beta): 9.33 / 4.96 eV
Energy: -2484.7914 Eh
HOMO level (alpha / beta): -13.2 / -13.2 eV

These are the Mulliken partial charges, in e, on atoms 1 to 8:
1. Fe 0.89
2. C -1.14
3. C 1.52
4. O -0.73
5. O -0.88
6. H 0.33
7. H 0.27
8. H 0.62

***

DFT (ωB97M-V/def2-TZVPD) results for a molecular structure, C18H31ClIMoN5O4P.

```
! wB97M-V def2-TZVPD RIJCOSX def2/J DEFGRID3
* xyz 3 3
Mo -0.5306 0.3163 0.2225
N -0.7952 -0.3381 2.4325
C -1.9971 -1.1594 2.7321
C -2.4457 -1.7861 1.4331
N -2.5362 -0.7507 0.3600
C -3.6645 0.1987 0.6453
C -3.2323 1.4663 1.3671
N -2.0030 1.9925 0.7224
C -2.8213 -1.4615 -0.9191
C -2.5947 -0.5331 -2.0913
N -1.2385 0.0750 -1.9487
H 0.0394 -0.9087 2.5549
H -0.6902 0.4120 3.1114
H -2.7752 -0.5389 3.1668
H -1.7806 -1.9408 3.4605
H -3.4034 -2.2990 1.5558
H -1.7045 -2.5178 1.1238
H -4.4409 -0.3111 1.2190
H -4.1097 0.4945 -0.3020
H -3.0214 1.2978 2.4181
H -4.0506 2.1859 1.3229
H -1.5777 2.6741 1.3494
H -2.2714 2.5366 -0.0952
H -3.8416 -1.8530 -0.9241
H -2.1342 -2.3027 -0.9983
H -3.3353 0.2631 -2.1378
H -2.6761 -1.0993 -3.0193
H -1.1662 0.8311 -2.6243
H -0.5775 -0.6315 -2.2829
Cl 4.8326 4.8281 -0.1070
C 3.8047 3.5227 0.2687
C 4.1650 2.6289 1.2587
C 3.3270 1.5720 1.6166
I 3.8182 0.2065 3.1088
C 2.1016 1.4128 0.9654
O 1.1949 0.5057 1.2708
C 1.7541 2.2773 -0.0794
N 0.5448 1.9984 -0.6602
C 0.1253 2.8632 -1.5952
C 0.8620 3.9648 -2.0023
C 2.1011 4.2217 -1.4428
C 2.5747 3.3687 -0.4386
H 5.1062 2.7710 1.7732
H -0.8363 2.6798 -2.0580
H 0.4608 4.6159 -2.7665
H 2.6909 5.0686 -1.7692
C 3.2675 -1.0915 -1.4378
O 2.4594 -1.6958 -0.4015
P 0.8905 -1.6439 -0.2898
O 0.6583 -2.6024 0.9492
C 1.5495 -3.6708 1.4006
O 0.3453 -2.3306 -1.6335
C 0.8762 -3.5619 -2.2098
H 4.2309 -1.5904 -1.3981
H 3.3997 -0.0291 -1.2370
H 2.8275 -1.2353 -2.4247
H 1.1455 -4.0162 2.3467
H 2.5548 -3.2839 1.5391
H 1.5563 -4.4870 0.6823
H 1.9062 -3.7252 -1.8996
H 0.8307 -3.4603 -3.2899
H 0.2505 -4.3935 -1.8937
*
```

Output
Frontier orbital gap (alpha / beta): 6.99 / 5.48 eV
Energy: -2445.8740 Eh
Relative energy (zero: lowest compared OMol25 entry of this formula, charge and spin): 31.8 kJ/mol
HOMO level (alpha / beta): -16.2 / -16.3 eV

These are the Mulliken partial charges, in e, on atoms 1 to 8:
1. Mo -0.04
2. N -0.27
3. C -0.97
4. C -0.79
5. N 0.52
6. C -0.61
7. C -1.04
8. N -0.33